Entry 1:
A 6-piece molecular cluster, C24H48O12S6 overall, computed with ωB97M-V/def2-TZVPD.

## Properties
HOMO in eV: -9.7
SMILES: O=S1(=O)CCCC1.O=S1(=O)CCCC1.O=S1(=O)CCCC1.O=S1(=O)CCCC1.O=S1(=O)CCCC1.O=S1(=O)CCCC1
DFT total energy in eV: -115244.121
Relative energy (zero: lowest compared OMol25 entry of this formula, charge and spin) in kcal/mol: 38.8
Molar mass in Da: 721.04

Structure (XYZ):
```
90
Properties=species:S:1:pos:R:3:mulliken_charge:R:1
O 1.78 -0.45 -3.79 -0.48
S 1.62 -0.98 -5.14 1.00
O 1.80 -0.06 -6.23 -0.73
C 2.71 -2.48 -5.29 -0.90
C 1.86 -3.70 -4.99 0.06
C 0.48 -3.38 -5.60 -0.95
C 0.07 -1.95 -5.32 0.01
H 3.64 -2.32 -4.74 0.45
H 2.97 -2.52 -6.35 0.39
H 2.29 -4.63 -5.34 0.45
H 1.63 -3.76 -3.92 -0.24
H -0.24 -4.07 -5.15 0.40
H 0.49 -3.62 -6.66 0.33
H -0.48 -1.84 -4.39 -0.26
H -0.48 -1.50 -6.15 0.45
O -2.72 4.09 -0.07 -0.49
S -3.68 4.90 0.66 1.00
O -4.36 5.96 -0.08 -0.71
C -4.89 3.78 1.45 -0.72
C -4.34 3.56 2.84 -0.20
C -3.68 4.83 3.40 -0.70
C -2.96 5.55 2.22 -0.69
H -5.00 2.91 0.81 0.29
H -5.83 4.34 1.52 0.36
H -5.01 3.26 3.65 0.46
H -3.57 2.78 2.84 0.02
H -2.85 4.51 4.01 0.32
H -4.31 5.52 3.96 0.31
H -1.89 5.38 2.09 0.35
H -3.09 6.63 2.15 0.39
O -0.83 0.02 1.05 -0.34
S -2.17 -0.57 1.17 1.21
O -2.74 -0.90 2.46 -0.79
C -3.25 0.49 0.14 0.24
C -3.36 -0.15 -1.26 -1.20
C -2.63 -1.46 -1.38 0.10
C -2.26 -2.00 0.00 -0.46
H -2.83 1.49 0.15 -0.47
H -4.26 0.55 0.55 0.35
H -4.34 -0.15 -1.75 0.42
H -2.92 0.62 -1.91 0.39
H -1.77 -1.36 -2.04 -0.37
H -3.16 -2.32 -1.82 0.56
H -1.30 -2.51 -0.03 -0.22
H -3.02 -2.66 0.43 0.51
O 0.09 3.64 -3.01 -0.65
S 0.60 4.04 -1.73 1.15
O 0.22 5.36 -1.26 -0.66
C 0.12 2.82 -0.48 0.04
C 1.15 1.73 -0.78 0.36
C 2.54 2.30 -1.03 -0.82
C 2.46 3.70 -1.66 -0.67
H -0.92 2.51 -0.45 -0.33
H 0.33 3.36 0.46 0.33
H 1.24 0.97 0.01 -0.30
H 0.76 1.13 -1.61 0.13
H 3.11 1.63 -1.69 0.22
H 3.15 2.20 -0.13 0.43
H 2.86 3.89 -2.65 0.46
H 2.95 4.39 -0.97 0.29
O -0.66 -0.61 6.63 -0.67
S 0.19 -1.59 5.98 1.19
O 0.31 -2.91 6.52 -0.69
C -0.20 -1.42 4.19 -0.98
C 1.10 -1.06 3.52 1.27
C 1.90 -0.13 4.49 -0.99
C 1.85 -0.85 5.86 -0.83
H -1.02 -0.69 4.23 0.36
H -0.74 -2.30 3.82 0.53
H 1.69 -1.92 3.20 -0.17
H 0.94 -0.49 2.60 -0.59
H 1.36 0.80 4.63 0.36
H 2.92 -0.06 4.12 0.40
H 1.90 -0.09 6.64 0.45
H 2.57 -1.65 6.01 0.37
O 1.55 -4.85 -1.15 -0.75
S 1.68 -3.40 -1.00 0.99
O 0.79 -2.46 -1.65 -0.31
C 2.01 -3.03 0.75 -0.46
C 3.47 -3.53 0.97 -0.81
C 4.27 -3.28 -0.31 -0.88
C 3.33 -2.97 -1.48 -0.40
H 1.18 -3.47 1.31 0.72
H 1.91 -1.95 0.81 -0.08
H 3.78 -3.01 1.88 0.41
H 3.47 -4.58 1.25 0.39
H 4.93 -4.08 -0.64 0.26
H 4.95 -2.44 -0.15 0.32
H 3.52 -3.51 -2.41 0.47
H 3.29 -1.94 -1.84 0.25
```

***

Entry 2:
A 8-piece molecular cluster, C24H48O14 overall, computed with ωB97M-V/def2-TZVPD.

## Properties
HOMO in eV: -9.6
SMILES: COC(=O)OC.COC(=O)OC.COC(=O)OC.CC(C)=O.CC(C)=O.CC(C)=O.CC(C)=O.CC(C)=O
DFT total energy in eV: -54328.175
Relative energy (zero: lowest compared OMol25 entry of this formula, charge and spin) in kcal/mol: 24.3
Molar mass in Da: 560.63

Structure (XYZ):
```
86
Properties=species:S:1:pos:R:3:mulliken_charge:R:1
C 1.60 3.37 6.62 -0.63
O 2.89 2.74 6.78 -0.28
C 3.59 2.83 7.94 0.73
O 3.17 3.35 9.00 -0.58
O 4.76 2.18 7.75 -0.24
C 5.66 1.98 8.81 -0.64
H 1.05 2.95 5.78 0.22
H 1.84 4.39 6.34 0.29
H 1.01 3.31 7.54 0.30
H 6.57 1.63 8.32 0.21
H 5.23 1.20 9.44 0.30
H 5.87 2.83 9.44 0.30
C 0.49 1.20 -0.71 -0.67
O 0.67 0.61 -2.06 -0.28
C -0.47 0.14 -2.63 0.74
O -1.63 0.31 -2.20 -0.58
O -0.08 -0.59 -3.73 -0.29
C -0.97 -1.36 -4.52 -0.61
H -0.06 2.13 -0.81 0.30
H 1.50 1.39 -0.34 0.25
H -0.06 0.73 0.10 0.31
H -0.36 -2.05 -5.10 0.23
H -1.61 -0.72 -5.13 0.29
H -1.64 -1.96 -3.90 0.31
C -6.80 0.25 2.29 -0.62
O -7.68 0.65 3.32 -0.28
C -8.96 0.42 3.15 0.77
O -9.51 -0.14 2.16 -0.58
O -9.58 0.65 4.35 -0.29
C -10.99 0.54 4.47 -0.64
H -6.75 -0.84 2.24 0.28
H -5.82 0.72 2.40 0.24
H -7.15 0.66 1.34 0.30
H -11.38 -0.41 4.10 0.29
H -11.45 1.32 3.87 0.29
H -11.44 0.67 5.45 0.26
C 6.91 2.75 2.80 -1.08
C 6.82 1.34 2.32 0.81
C 6.90 0.29 3.40 -0.98
O 6.72 1.01 1.12 -0.58
H 7.82 2.93 3.37 0.31
H 6.07 3.19 3.34 0.29
H 7.03 3.35 1.91 0.33
H 7.16 -0.67 2.98 0.30
H 5.91 0.28 3.88 0.26
H 7.70 0.49 4.11 0.33
C 1.46 1.57 -8.69 -1.04
C 0.71 2.71 -8.01 0.83
C 1.40 3.48 -6.90 -1.03
O -0.48 2.94 -8.31 -0.57
H 2.33 2.05 -9.15 0.31
H 0.86 0.95 -9.35 0.29
H 1.93 0.91 -7.96 0.31
H 1.73 2.78 -6.14 0.30
H 0.68 4.13 -6.40 0.28
H 2.27 4.01 -7.29 0.32
C 3.07 -4.65 0.79 -0.93
C 2.03 -5.63 0.39 0.77
C 1.99 -6.89 1.17 -1.01
O 1.41 -5.59 -0.69 -0.59
H 3.40 -4.88 1.81 0.29
H 2.58 -3.67 0.73 0.27
H 3.88 -4.57 0.08 0.28
H 2.25 -6.64 2.20 0.34
H 2.72 -7.63 0.86 0.26
H 0.99 -7.34 1.16 0.31
C 1.47 -8.16 -5.47 -0.97
C 0.00 -8.35 -5.63 0.79
C -0.68 -9.18 -4.58 -1.03
O -0.65 -7.82 -6.53 -0.58
H 1.72 -7.12 -5.70 0.31
H 2.06 -8.76 -6.16 0.27
H 1.75 -8.30 -4.43 0.28
H -0.32 -9.02 -3.56 0.32
H -0.47 -10.22 -4.82 0.29
H -1.76 -9.09 -4.72 0.31
C -3.13 7.53 -1.10 -0.95
C -4.02 6.50 -0.38 0.65
C -5.09 5.69 -1.16 -0.94
O -3.83 6.29 0.83 -0.55
H -3.75 8.12 -1.77 0.33
H -2.26 7.10 -1.58 0.25
H -2.77 8.28 -0.39 0.31
H -5.04 4.62 -0.94 0.31
H -4.90 5.67 -2.23 0.32
H -6.08 6.14 -1.04 0.26
```

***

Entry 3:
A 6-piece molecular cluster, C24H48O18 overall, computed with ωB97M-V/def2-TZVPD.

## Properties
HOMO in eV: -10.7
SMILES: CCOC(=O)OC.CCOC(=O)OC.CCOC(=O)OC.CCOC(=O)OC.CCOC(=O)OC.CCOC(=O)OC
DFT total energy in eV: -62518.447
Relative energy (zero: lowest compared OMol25 entry of this formula, charge and spin) in kcal/mol: 105.0
Molar mass in Da: 624.63

Structure (XYZ):
```
90
Properties=species:S:1:pos:R:3:mulliken_charge:R:1
C 3.85 0.37 3.07 -0.66
C 4.29 1.82 3.07 -0.30
O 4.47 2.19 4.44 -0.26
C 4.53 3.49 4.66 0.77
O 4.30 4.41 3.83 -0.62
O 4.80 3.61 5.99 -0.31
C 5.02 4.89 6.50 -0.67
H 3.70 0.04 2.04 0.35
H 2.99 0.40 3.73 -0.02
H 4.67 -0.19 3.52 0.35
H 3.57 2.41 2.50 0.10
H 5.21 1.90 2.49 0.45
H 5.36 4.71 7.52 0.24
H 4.13 5.52 6.51 0.29
H 5.83 5.40 5.98 0.32
C 0.88 2.51 0.94 -0.20
C 1.49 2.38 -0.46 -0.58
O 0.42 2.53 -1.43 -0.35
C -0.40 1.49 -1.60 0.79
O -0.27 0.31 -1.12 -0.61
O -1.29 1.80 -2.49 -0.36
C -2.42 1.05 -2.73 -0.52
H 0.30 1.67 1.32 0.09
H 0.29 3.42 0.96 0.50
H 1.69 2.71 1.64 -0.25
H 2.12 1.49 -0.54 0.32
H 1.90 3.36 -0.70 0.44
H -3.01 1.71 -3.37 0.29
H -2.98 0.78 -1.83 0.18
H -2.11 0.08 -3.12 0.30
C 0.23 3.13 4.40 -1.21
C 0.51 1.74 5.04 0.54
O -0.47 1.53 5.99 -0.31
C -0.25 0.87 7.12 0.75
O 0.86 0.38 7.43 -0.62
O -1.39 0.87 7.78 -0.31
C -1.47 -0.07 8.88 -0.70
H 1.09 3.49 3.83 0.23
H -0.08 3.88 5.12 0.41
H -0.61 3.02 3.71 0.30
H 1.52 1.69 5.45 0.44
H 0.39 0.96 4.29 -0.39
H -0.94 -1.01 8.70 0.32
H -2.50 -0.38 9.05 0.29
H -0.97 0.25 9.79 0.30
C 0.32 -1.15 2.45 -0.96
C 0.60 -1.55 1.02 0.38
O 1.27 -2.89 0.98 -0.39
C 2.51 -2.97 0.43 0.73
O 3.06 -2.01 -0.14 -0.59
O 3.03 -4.21 0.63 -0.32
C 4.31 -4.48 0.20 -0.68
H 1.22 -1.06 3.06 0.26
H -0.35 -1.91 2.84 0.25
H -0.23 -0.23 2.21 0.21
H 1.16 -0.77 0.50 0.19
H -0.36 -1.73 0.53 0.04
H 4.38 -4.68 -0.87 0.28
H 4.64 -5.32 0.80 0.26
H 5.03 -3.71 0.50 0.32
C -0.42 -0.19 -12.27 -1.09
C -0.49 -1.47 -11.35 -0.22
O -1.12 -1.25 -10.16 -0.32
C -0.61 -0.48 -9.13 0.70
O 0.34 0.27 -9.11 -0.55
O -1.35 -0.73 -8.13 -0.31
C -1.07 -0.04 -6.91 -0.66
H -0.33 -0.44 -13.32 0.38
H 0.27 0.59 -11.94 0.27
H -1.41 0.25 -12.19 0.29
H 0.57 -1.70 -11.27 0.26
H -0.84 -2.31 -11.94 0.39
H -0.09 -0.28 -6.50 0.32
H -1.65 -0.37 -6.05 0.23
H -1.41 0.99 -7.05 0.30
C -3.82 -0.91 -0.11 -0.97
C -4.24 -2.40 0.19 -0.35
O -4.78 -2.59 -1.05 -0.18
C -5.94 -3.37 -1.19 0.67
O -6.71 -3.79 -0.30 -0.59
O -6.17 -3.52 -2.45 -0.30
C -7.08 -4.51 -2.86 -0.65
H -3.43 -0.43 0.79 0.42
H -4.68 -0.45 -0.60 0.40
H -2.96 -0.81 -0.77 0.02
H -4.95 -2.43 1.02 0.33
H -3.42 -3.09 0.40 0.31
H -7.19 -4.73 -3.92 0.24
H -8.06 -4.26 -2.45 0.29
H -6.79 -5.47 -2.42 0.30
```

***

Entry 4:
A 6-piece molecular cluster, C24H48O18 overall, computed with ωB97M-V/def2-TZVPD.

## Properties
HOMO in eV: -10.5
SMILES: CCOC(=O)OC.CCOC(=O)OC.CCOC(=O)OC.CCOC(=O)OC.CCOC(=O)OC.CCOC(=O)OC
DFT total energy in eV: -62518.573
Relative energy (zero: lowest compared OMol25 entry of this formula, charge and spin) in kcal/mol: 102.1
Molar mass in Da: 624.63

Structure (XYZ):
```
90
Properties=species:S:1:pos:R:3:mulliken_charge:R:1
C 12.24 -2.17 11.87 -1.15
C 12.51 -3.27 12.80 -0.16
O 11.31 -3.90 13.21 -0.24
C 11.27 -4.65 14.24 0.79
O 12.21 -5.03 14.93 -0.61
O 9.93 -4.84 14.52 -0.32
C 9.52 -5.29 15.78 -0.61
H 13.18 -1.73 11.53 0.37
H 11.66 -1.42 12.41 0.31
H 11.72 -2.57 11.00 0.27
H 13.17 -2.98 13.62 0.35
H 13.08 -3.94 12.16 0.24
H 9.06 -4.40 16.21 0.23
H 10.46 -5.54 16.29 0.33
H 8.83 -6.12 15.84 0.21
C 17.90 2.53 8.36 -1.16
C 18.45 2.44 6.92 -0.22
O 19.78 2.90 6.82 -0.25
C 20.35 3.00 5.64 0.74
O 19.90 2.58 4.62 -0.55
O 21.65 3.17 5.86 -0.33
C 22.64 3.24 4.79 -0.65
H 18.19 3.47 8.83 0.32
H 18.27 1.70 8.96 0.29
H 16.81 2.50 8.44 0.37
H 17.79 3.05 6.30 0.29
H 18.33 1.43 6.51 0.32
H 23.41 2.48 4.86 0.25
H 23.18 4.19 4.85 0.26
H 22.23 3.13 3.78 0.33
C 10.25 -5.89 1.88 -1.05
C 9.46 -5.12 2.99 -0.32
O 9.57 -5.95 4.11 -0.27
C 9.53 -5.52 5.40 0.73
O 9.37 -4.39 5.78 -0.56
O 9.70 -6.60 6.14 -0.31
C 10.10 -6.45 7.57 -0.69
H 9.88 -6.88 1.60 0.30
H 11.23 -6.13 2.28 0.28
H 10.29 -5.24 1.01 0.35
H 8.41 -4.87 2.84 0.32
H 9.90 -4.14 3.20 0.32
H 10.86 -7.15 7.92 0.28
H 9.30 -6.78 8.22 0.27
H 10.47 -5.47 7.87 0.33
C 17.95 -8.30 16.85 -1.14
C 17.37 -7.56 15.62 -0.25
O 18.38 -7.63 14.67 -0.22
C 18.27 -7.25 13.42 0.76
O 17.25 -7.06 12.77 -0.60
O 19.46 -7.18 12.86 -0.34
C 19.69 -6.88 11.48 -0.64
H 18.17 -9.31 16.51 0.30
H 17.17 -8.15 17.60 0.36
H 18.92 -7.98 17.23 0.32
H 17.12 -6.52 15.84 0.31
H 16.47 -8.05 15.25 0.31
H 18.96 -6.14 11.15 0.30
H 19.68 -7.80 10.89 0.28
H 20.69 -6.54 11.21 0.25
C -2.05 -5.17 11.78 -1.01
C -0.97 -4.89 10.77 -0.36
O 0.28 -5.48 11.16 -0.30
C 1.37 -4.73 11.34 0.76
O 1.46 -3.54 11.13 -0.57
O 2.29 -5.53 11.87 -0.30
C 3.61 -5.11 12.18 -0.66
H -2.89 -4.51 11.53 0.34
H -1.71 -4.80 12.75 0.29
H -2.38 -6.21 11.82 0.28
H -0.89 -3.81 10.63 0.31
H -1.10 -5.18 9.73 0.36
H 3.63 -4.45 13.05 0.29
H 4.13 -4.54 11.41 0.30
H 4.23 -5.95 12.51 0.26
C -0.31 -6.68 18.15 -1.17
C 0.55 -6.93 19.42 -0.19
O 1.84 -7.30 18.93 -0.23
C 2.70 -8.02 19.65 0.70
O 2.59 -8.27 20.85 -0.57
O 3.68 -8.34 18.80 -0.29
C 4.75 -9.15 19.11 -0.66
H -0.31 -7.53 17.47 0.32
H -0.08 -5.73 17.66 0.30
H -1.37 -6.54 18.37 0.40
H 0.14 -7.75 20.02 0.31
H 0.44 -5.98 19.94 0.24
H 4.58 -9.95 19.82 0.31
H 5.50 -8.40 19.38 0.28
H 5.14 -9.72 18.27 0.25
```

***

Entry 5:
C24H49AlBrO9 as an isolated structure, computed with ωB97M-V/def2-TZVPD.

## Properties
HOMO in eV: -4.6
DFT total energy in eV: -120748.209
Relative energy (zero: lowest compared OMol25 entry of this formula, charge and spin) in kcal/mol: 19.8
Total charge: -1
Molar mass in Da: 588.53

Structure (XYZ):
```
84
Properties=species:S:1:pos:R:3:mulliken_charge:R:1
O 3.83 1.98 0.60 -0.67
C 3.62 0.95 -0.38 -0.27
C 2.42 1.22 -1.26 0.12
C 1.11 0.69 -0.68 1.04
C 0.91 0.99 0.84 0.12
O -0.37 1.39 1.19 -0.57
Al -1.40 0.90 -0.25 -0.07
C -1.94 -0.99 0.19 -0.48
C -1.63 -2.07 -0.86 -0.68
C -0.30 -2.75 -0.62 -0.27
Br -0.51 -4.25 0.63 -0.24
C -2.91 2.26 -0.30 -0.62
O -3.35 2.50 1.01 -0.22
O -4.29 3.58 1.01 -0.37
O -0.02 1.14 -1.38 -0.64
H 3.44 1.66 1.42 0.36
H 4.51 0.92 -0.98 0.54
H 3.54 0.00 0.12 -0.13
H 2.58 0.65 -2.17 -0.65
H 2.36 2.25 -1.57 0.41
H 1.14 -0.38 -0.92 -0.55
H 1.54 1.86 1.05 0.21
H 1.31 0.14 1.42 0.08
H -1.42 -1.28 1.10 0.36
H -2.99 -0.99 0.43 0.09
H -2.37 -2.86 -0.78 0.40
H -1.66 -1.71 -1.88 0.34
H 0.42 -2.08 -0.17 -0.05
H 0.08 -3.13 -1.55 0.38
H -3.76 1.95 -0.91 0.37
H -2.56 3.20 -0.73 0.36
H -4.60 3.67 0.09 0.33
C -5.81 -2.49 3.64 -0.58
C -4.73 -3.38 4.25 -0.54
C -4.03 -3.92 3.01 -0.40
O -4.15 -2.91 2.01 -0.31
C -5.08 -1.92 2.43 -0.41
H -6.18 -1.73 4.31 0.32
H -6.65 -3.10 3.31 0.26
H -4.04 -2.77 4.83 0.28
H -5.12 -4.17 4.89 0.34
H -4.52 -4.83 2.64 0.24
H -2.98 -4.14 3.18 0.23
H -4.52 -1.01 2.69 0.28
H -5.75 -1.68 1.61 0.31
C 4.64 -3.07 -4.11 -0.60
C 3.58 -2.22 -4.80 -0.71
C 3.10 -1.35 -3.64 -0.22
O 4.21 -1.17 -2.77 -0.19
C 5.25 -2.07 -3.14 -0.38
H 5.38 -3.50 -4.79 0.38
H 4.17 -3.88 -3.57 0.27
H 4.03 -1.59 -5.57 0.28
H 2.78 -2.79 -5.26 0.39
H 2.30 -1.85 -3.08 0.08
H 2.73 -0.38 -3.96 0.35
H 6.06 -1.49 -3.61 0.30
H 5.64 -2.54 -2.24 0.10
C 6.19 -3.32 1.59 -0.66
C 5.16 -4.15 2.35 -0.56
C 4.07 -3.12 2.62 -0.55
O 4.11 -2.20 1.53 -0.40
C 5.29 -2.41 0.76 0.08
H 6.87 -3.91 0.97 0.33
H 6.79 -2.73 2.28 0.29
H 4.77 -4.95 1.71 0.25
H 5.55 -4.61 3.26 0.37
H 4.27 -2.57 3.55 0.29
H 3.08 -3.56 2.68 0.28
H 5.01 -2.88 -0.18 -0.11
H 5.75 -1.44 0.54 0.31
C -4.19 8.03 0.14 -0.56
C -4.33 8.27 -1.37 -0.55
C -3.69 7.00 -1.93 -0.51
O -3.93 5.97 -0.99 -0.31
C -4.41 6.53 0.24 -0.37
H -4.89 8.61 0.74 0.34
H -3.18 8.29 0.46 0.27
H -5.39 8.31 -1.64 0.26
H -3.85 9.18 -1.72 0.32
H -2.61 7.12 -2.05 0.29
H -4.11 6.71 -2.90 0.27
H -5.48 6.30 0.33 0.27
H -3.89 6.08 1.08 0.28
```